The following is a DFT calculation (wB97M-V/def2-TZVPD) of a structure of composition C48H54BrN8O2Si2V.

- LUMO (spin up / spin down) (eV) = 2.253 / 2.250
- spin multiplicity = 4
- ΔE to the lowest compared entry with this formula, charge and spin (kcal per mole) = 37.1
- total charge = -1

The geometry in XYZ format:
```
116
C48H54BrN8O2Si2V (wB97M-V/def2-TZVPD)
V 12.9595 13.5486 14.0642
C 15.6950 12.9220 7.7563
C 15.5430 13.4592 9.1602
C 14.9308 14.6917 9.3848
C 14.5074 15.1038 10.6561
C 14.7049 14.2850 11.7416
N 14.3730 14.6787 13.0032
C 15.2699 15.4888 13.6223
C 16.6476 15.5668 13.2604
C 17.5893 16.3242 13.9671
C 17.2184 16.9343 15.2211
C 18.2560 17.4710 16.1353
C 15.8525 16.9836 15.4549
C 14.8926 16.3220 14.6894
N 13.4672 16.5830 14.9247
C 12.9806 17.7656 15.2387
C 11.6041 17.5563 15.3644
C 11.3747 16.1942 15.2315
N 12.5443 15.6032 14.9348
C 15.1815 12.9741 11.4787
C 15.5443 12.5804 10.2254
N 15.1769 11.9363 12.4588
C 15.9359 10.8416 12.5516
C 15.4348 10.0245 13.5456
C 14.3201 10.7297 14.0334
N 14.1532 11.8603 13.3752
H 16.1253 11.9481 7.7989
H 14.8037 13.0147 7.1571
H 16.4384 13.5078 7.1911
H 14.6721 15.3091 8.5860
H 14.0225 16.0257 10.8674
H 16.9986 14.9792 12.4106
H 18.5931 16.2577 13.7837
H 18.5012 18.4801 15.8889
H 17.8043 17.3183 17.1587
H 19.1566 16.8433 15.9719
H 15.5007 17.4927 16.3199
H 13.5635 18.6749 15.1472
H 10.9060 18.3843 15.4954
H 10.4956 15.6075 15.1336
H 15.9382 11.5733 10.1371
H 16.8678 10.5514 12.0385
H 15.7619 9.0754 13.8406
H 13.6820 10.5784 14.9108
C 16.6458 7.3040 11.9098
C 15.3435 7.5842 11.1974
C 15.2720 8.6943 10.3281
C 14.1297 8.9643 9.6368
C 13.0400 8.0879 9.8053
Br 11.3258 8.6085 9.0516
N 13.0780 7.0362 10.5442
C 14.2232 6.8164 11.2784
H 17.1817 6.6667 11.2537
H 16.4959 6.6770 12.8043
H 17.2510 8.1660 12.0985
H 16.1132 9.3518 10.2633
H 14.0821 9.9049 9.0260
H 14.2212 5.9749 11.9627
O 12.7376 12.3825 10.6483
C 11.8944 13.1647 11.0276
N 10.9740 13.8835 10.2532
C 9.8962 14.4021 11.0665
C 10.4016 14.0052 12.4783
O 9.7729 14.2496 13.5114
N 11.6884 13.5123 12.3661
C 9.7309 15.9528 11.0227
C 10.7725 16.8178 11.3411
C 10.5407 18.1482 11.5518
C 9.2596 18.7051 11.3363
C 8.2343 17.8814 11.0375
C 8.4828 16.5133 10.9373
C 8.6109 13.7597 10.6546
C 8.1652 13.3873 9.3644
C 6.9693 12.8537 9.0896
C 6.0022 12.5856 10.0822
C 6.4830 12.6878 11.3850
C 7.7072 13.4076 11.6914
H 10.7131 13.5290 9.3529
H 11.6879 16.3726 11.6237
H 11.3863 18.7373 11.8382
H 9.1679 19.7381 11.5566
H 7.2850 18.2474 10.7890
H 7.5586 15.9146 10.8814
H 8.8005 13.5425 8.5647
H 6.6828 12.6750 8.0562
H 5.0995 12.0217 9.8419
H 5.8904 12.4057 12.2807
H 7.9207 13.5490 12.7734
C 10.1932 10.5133 13.7197
Si 10.7419 10.7967 15.5378
C 11.3922 9.1664 16.3477
C 8.9151 10.8081 16.2498
C 11.7578 12.2900 15.7336
Si 12.7654 12.8552 17.0768
C 13.0235 11.8141 18.6222
C 14.6312 13.0749 16.5525
C 12.3229 14.5487 17.8091
H 9.8481 11.4780 13.3367
H 9.3857 9.8310 13.5857
H 10.9926 10.1456 13.1246
H 11.4686 9.4980 17.3753
H 12.4436 8.9483 16.0452
H 10.7473 8.3240 16.2383
H 8.4173 9.8377 15.9442
H 8.3921 11.6496 15.7454
H 8.7701 10.9997 17.3170
H 10.9872 13.0100 15.5650
H 14.0440 11.7537 18.9462
H 12.6734 10.7688 18.6313
H 12.3721 12.2459 19.3404
H 14.8481 13.6592 15.6233
H 15.2012 12.1418 16.4380
H 15.0537 13.5823 17.4301
H 13.2191 14.8468 18.4291
H 11.4950 14.4950 18.4190
H 12.1550 15.3178 17.0215
```